No. 1
Here is a 15-piece molecular cluster, C45H90O45 overall at a distorted geometry from the OMol25 dataset. Energies are from ωB97M-V/def2-TZVPD.

As for the total charge: 0. The calculation puts the LUMO energy at 0.572 eV. The energy above the lowest of the compared OMol25 structures with the same formula, charge and spin is 380.08 kJ/mol. The HOMO-LUMO gap comes out at 11.0 eV. For the HOMO energy, the calculation gives -10.4 eV.

Each line ends with the Mulliken charge.
Element x y z (Å)
1 C -1.759 -1.124 -2.415  -0.925
2 O -2.482 -2.326 -2.579  0.047
3 C -2.544 -2.832 -3.803  0.558
4 O -2.168 -2.350 -4.851  -0.643
5 O -3.060 -4.050 -3.692  -0.232
6 C -3.475 -4.734 -4.859  -0.842
7 H -1.065 -0.891 -3.221  0.385
8 H -1.263 -0.902 -1.471  0.145
9 H -2.447 -0.274 -2.416  0.464
10 H -3.622 -4.157 -5.770  0.350
11 H -4.419 -5.238 -4.656  0.247
12 H -2.694 -5.481 -5.006  0.289
13 C 1.472 1.688 -4.733  -0.962
14 O 1.591 1.884 -3.304  0.428
15 C 1.436 3.111 -2.818  0.599
16 O 1.114 4.099 -3.449  -0.645
17 O 1.702 3.103 -1.535  0.141
18 C 1.315 4.216 -0.722  -1.378
19 H 0.446 1.910 -5.024  0.269
20 H 1.672 0.649 -4.976  0.091
21 H 2.152 2.378 -5.229  0.388
22 H 0.473 4.785 -1.103  0.532
23 H 2.214 4.814 -0.568  0.418
24 H 1.113 3.792 0.261  0.320
25 C -7.289 -0.800 -0.800  -0.790
26 O -5.862 -0.731 -0.584  -0.055
27 C -5.187 0.407 -0.682  0.325
28 O -3.980 0.450 -0.639  0.244
29 O -6.007 1.443 -0.532  -0.532
30 C -5.534 2.753 -0.381  -0.074
31 H -7.395 -1.841 -1.093  0.183
32 H -7.597 -0.150 -1.618  0.359
33 H -7.776 -0.479 0.118  0.249
34 H -6.327 3.411 -0.030  0.068
35 H -5.158 3.225 -1.289  0.576
36 H -4.721 2.853 0.337  -0.398
37 C -4.748 -0.213 3.180  -0.061
38 O -6.023 0.006 2.590  -0.334
39 C -6.442 1.265 2.571  0.778
40 O -5.832 2.213 3.018  -0.577
41 O -7.647 1.215 1.998  -0.307
42 C -8.343 2.443 1.941  -0.718
43 H -4.417 -1.239 3.047  0.254
44 H -4.832 0.008 4.245  0.356
45 H -3.986 0.443 2.756  -0.273
46 H -9.370 2.249 1.630  0.284
47 H -7.939 3.229 1.304  0.240
48 H -8.539 2.947 2.891  0.342
49 C -4.209 -2.035 8.341  -0.718
50 O -3.791 -0.784 7.855  -0.348
51 C -3.195 -0.698 6.698  0.759
52 O -2.962 -1.587 5.908  -0.556
53 O -2.766 0.598 6.628  -0.341
54 C -1.753 0.923 5.715  0.269
55 H -3.437 -2.784 8.510  0.311
56 H -4.946 -2.580 7.742  0.303
57 H -4.813 -1.874 9.232  0.287
58 H -1.681 2.008 5.636  0.225
59 H -1.963 0.600 4.693  -0.446
60 H -0.762 0.566 6.003  0.405
61 C 5.206 1.676 4.519  -0.647
62 O 4.274 0.606 4.413  -0.376
63 C 3.017 0.820 4.032  0.638
64 O 2.488 1.887 3.825  -0.300
65 O 2.383 -0.344 4.155  -0.394
66 C 1.034 -0.448 3.665  0.059
67 H 4.988 2.398 3.734  0.267
68 H 6.217 1.313 4.350  0.246
69 H 5.171 2.116 5.515  0.291
70 H 0.981 -1.110 2.805  0.012
71 H 0.684 0.521 3.296  -0.126
72 H 0.389 -0.625 4.522  0.462
73 C 3.953 -1.648 -8.910  -0.696
74 O 4.146 -1.259 -7.554  -0.333
75 C 3.386 -1.746 -6.597  0.732
76 O 2.555 -2.613 -6.704  -0.558
77 O 3.849 -1.242 -5.434  -0.267
78 C 3.237 -1.737 -4.232  0.511
79 H 3.505 -0.854 -9.511  0.269
80 H 3.209 -2.431 -9.058  0.331
81 H 4.915 -1.934 -9.325  0.247
82 H 3.456 -2.802 -4.120  0.703
83 H 2.149 -1.683 -4.247  -0.249
84 H 3.650 -1.284 -3.338  -0.735
85 C -3.489 4.062 3.203  -0.422
86 O -2.190 4.598 3.127  -0.452
87 C -1.190 3.723 2.996  0.041
88 O -1.303 2.560 2.711  0.857
89 O -0.068 4.429 3.181  -0.450
90 C 1.172 3.740 3.393  -0.306
91 H -3.799 3.434 2.368  -0.053
92 H -4.160 4.921 3.175  0.278
93 H -3.810 3.515 4.092  0.357
94 H 1.987 4.458 3.366  0.141
95 H 1.315 2.962 2.643  -0.063
96 H 1.078 3.318 4.393  0.390
97 C 9.212 1.975 -2.694  -0.607
98 O 7.897 2.470 -2.879  -0.370
99 C 6.913 1.586 -2.993  0.880
100 O 7.086 0.384 -2.929  -0.653
101 O 5.766 2.253 -3.120  -0.425
102 C 4.539 1.526 -2.974  0.237
103 H 9.556 1.303 -3.477  0.288
104 H 9.295 1.524 -1.704  0.251
105 H 9.865 2.846 -2.648  0.268
106 H 4.077 1.777 -2.018  -0.422
107 H 4.669 0.450 -2.891  0.388
108 H 3.899 1.813 -3.798  0.055
109 C -5.718 -5.638 3.342  -0.711
110 O -5.106 -5.604 2.084  -0.358
111 C -4.367 -4.554 1.693  0.612
112 O -4.551 -3.423 2.044  -0.479
113 O -3.471 -4.940 0.786  -0.400
114 C -2.829 -3.904 0.095  0.189
115 H -5.064 -5.420 4.189  0.321
116 H -6.125 -6.630 3.535  0.260
117 H -6.582 -4.984 3.491  0.286
118 H -3.485 -3.192 -0.404  0.193
119 H -2.088 -4.265 -0.615  0.259
120 H -2.239 -3.255 0.751  -0.181
121 C 0.531 -4.353 -4.709  0.111
122 O 0.922 -4.972 -3.511  -0.497
123 C 1.088 -4.198 -2.437  0.225
124 O 0.829 -3.010 -2.400  0.286
125 O 1.550 -4.838 -1.398  -0.495
126 C 1.867 -4.036 -0.287  0.113
127 H 0.807 -3.302 -4.759  -0.063
128 H -0.543 -4.456 -4.855  -0.276
129 H 1.017 -4.772 -5.590  0.385
130 H 2.460 -3.177 -0.605  -0.489
131 H 2.468 -4.515 0.482  0.424
132 H 0.959 -3.606 0.137  0.116
133 C -1.774 -0.380 1.758  0.886
134 O -0.525 -0.891 1.324  -0.900
135 C 0.270 -0.160 0.598  -0.445
136 O 0.144 1.032 0.389  -0.009
137 O 1.127 -0.959 -0.014  1.752
138 C 2.014 -0.463 -0.980  0.900
139 H -2.253 0.443 1.231  -0.085
140 H -1.634 0.006 2.771  -0.328
141 H -2.459 -1.224 1.817  0.054
142 H 2.657 -1.268 -1.332  -1.096
143 H 2.594 0.399 -0.652  -0.789
144 H 1.526 -0.134 -1.901  0.062
145 C -2.075 3.297 -0.580  0.458
146 O -1.977 4.634 -1.045  -0.137
147 C -2.929 5.505 -0.750  0.699
148 O -3.940 5.224 -0.133  -0.533
149 O -2.512 6.715 -1.106  -0.333
150 C -3.337 7.838 -0.732  -0.710
151 H -1.960 3.215 0.501  -0.119
152 H -1.292 2.684 -1.019  -0.372
153 H -3.061 2.948 -0.865  0.047
154 H -4.253 7.865 -1.320  0.310
155 H -2.738 8.681 -1.067  0.255
156 H -3.549 7.891 0.333  0.288
157 C 4.064 -2.074 1.486  0.013
158 O 5.081 -3.088 1.345  -0.387
159 C 5.254 -3.635 0.110  0.599
160 O 5.030 -3.117 -0.937  -0.308
161 O 5.597 -4.933 0.292  -0.367
162 C 5.651 -5.735 -0.888  -0.531
163 H 3.210 -2.524 1.995  0.371
164 H 3.616 -1.687 0.569  -0.368
165 H 4.370 -1.177 2.019  0.310
166 H 5.969 -6.758 -0.708  0.244
167 H 6.379 -5.317 -1.586  0.284
168 H 4.671 -5.704 -1.363  0.149
169 C 7.365 0.145 -0.091  -1.283
170 O 5.969 0.201 0.059  0.106
171 C 5.432 1.237 0.679  0.580
172 O 6.062 1.913 1.469  -0.650
173 O 4.153 1.286 0.291  -0.077
174 C 3.317 2.263 0.902  -0.125
175 H 7.897 -0.506 0.602  0.371
176 H 7.781 1.152 -0.114  0.427
177 H 7.603 -0.265 -1.075  0.357
178 H 2.409 1.887 1.363  -1.082
179 H 3.324 3.099 0.201  0.565
180 H 3.772 2.747 1.772  0.490

Atoms 1-6, force components in eV/Å:
C -0.159 2.797 -0.616
O 0.557 -0.126 0.456
C 0.601 0.022 -0.989
O -0.290 0.196 0.828
O -0.884 0.278 0.572
C 0.313 -0.997 -0.333


No. 2
Here is an isolated ion of composition H2NO3S3 and charge -1 at a distorted geometry from the OMol25 dataset. Energies are from ωB97M-V/def2-TZVPD.

Its structure (SMILES) is O=S(=O)([O-])N(S)S. As for the total charge: -1. The calculation puts the LUMO energy at 3.298 eV. The energy above the lowest of the compared OMol25 structures with the same formula, charge and spin is 68.67 kJ/mol. The HOMO-LUMO gap comes out at 8.1 eV. For the HOMO energy, the calculation gives -4.8 eV.

Each line ends with the Mulliken charge.
Element x y z (Å)
1 O 0.771 0.242 -1.754  -0.668
2 S 1.137 0.382 -0.298  1.191
3 O 1.882 -0.730 0.264  -0.579
4 O 1.688 1.673 0.144  -0.615
5 N -0.692 0.174 0.451  -0.279
6 S -0.881 -1.277 1.204  -0.113
7 S -1.732 0.563 -0.814  -0.163
8 H -1.159 -0.902 2.459  0.068
9 H -1.015 -0.125 -1.657  0.158

Atoms 1-6, force components in eV/Å:
O 1.639 0.413 2.430
S -0.102 0.178 -0.787
O -0.648 0.048 -0.299
O -1.407 -1.018 -0.812
N 2.494 1.424 -0.429
S -0.260 -1.492 0.339


No. 3
Here is a 3-piece molecular cluster, C18H38Cl2N2O2P overall at a distorted geometry from the OMol25 dataset. Energies are from ωB97M-V/def2-TZVPD.

As for the total charge: +1. The calculation puts the LUMO energy (spin up / spin down) at -5.360 / -5.360 eV. The HOMO-LUMO gap (spin up / spin down) comes out at 4.9 / 5.6 eV. For the HOMO energy (spin up / spin down), the calculation gives -10.2 / -11.0 eV. Its multiplicity is 3.

Each line ends with the Mulliken charge.
Element x y z (Å)
1 Cl -3.071 -2.339 -8.172  -0.039
2 P -1.290 -1.991 -7.197  0.537
3 Cl -0.713 -0.043 -7.486  -0.016
4 H -1.487 -2.303 -5.815  0.258
5 H -0.344 -2.877 -7.784  0.250
6 C 0.686 -1.690 -0.209  -1.504
7 C -0.340 -1.885 -1.342  1.900
8 C -1.770 -1.873 -0.779  -1.273
9 C -2.143 -3.157 -0.052  -0.485
10 C -1.919 -4.360 -0.962  -1.222
11 C -0.491 -4.427 -1.520  1.746
12 N -0.044 -3.129 -2.108  0.258
13 O -0.599 -3.016 -3.287  -0.494
14 C 0.467 -4.876 -0.395  -1.875
15 C -0.413 -5.567 -2.549  -1.847
16 C -0.168 -0.617 -2.195  -1.817
17 H 0.333 -0.944 0.504  0.236
18 H 0.907 -2.582 0.369  0.180
19 H 1.641 -1.338 -0.604  0.438
20 H -2.485 -1.720 -1.597  0.328
21 H -1.897 -1.021 -0.108  0.400
22 H -1.565 -3.251 0.871  0.284
23 H -3.193 -3.117 0.246  0.409
24 H -2.145 -5.278 -0.414  0.378
25 H -2.638 -4.313 -1.788  0.341
26 H 1.509 -4.709 -0.675  0.401
27 H 0.353 -5.941 -0.196  0.470
28 H 0.275 -4.386 0.558  0.399
29 H -1.137 -5.452 -3.356  0.336
30 H -0.631 -6.521 -2.070  0.438
31 H 0.586 -5.633 -2.985  0.443
32 H 0.817 -0.592 -2.667  0.494
33 H -0.255 0.268 -1.563  0.339
34 H -0.924 -0.528 -2.977  0.307
35 C 2.927 3.892 2.822  -1.608
36 C 1.964 3.213 1.827  1.705
37 C 1.335 4.258 0.891  -1.239
38 C 0.253 5.094 1.561  -0.488
39 C -0.809 4.185 2.168  -1.231
40 C -0.223 3.148 3.135  1.853
41 N 0.941 2.416 2.555  0.191
42 O 0.471 1.519 1.725  -0.416
43 C 0.176 3.855 4.448  -1.886
44 C -1.340 2.180 3.559  -1.836
45 C 2.894 2.329 0.978  -1.763
46 H 3.505 4.671 2.323  0.366
47 H 2.447 4.366 3.672  0.303
48 H 3.635 3.169 3.232  0.403
49 H 0.892 3.753 0.024  0.276
50 H 2.111 4.914 0.491  0.435
51 H 0.694 5.746 2.321  0.302
52 H -0.209 5.753 0.822  0.391
53 H -1.555 4.793 2.686  0.362
54 H -1.341 3.677 1.356  0.328
55 H 0.808 3.213 5.065  0.403
56 H -0.708 4.100 5.038  0.458
57 H 0.685 4.805 4.292  0.383
58 H -1.813 1.689 2.708  0.289
59 H -2.127 2.721 4.085  0.439
60 H -0.956 1.411 4.233  0.452
61 H 3.333 1.532 1.580  0.475
62 H 3.711 2.930 0.576  0.399
63 H 2.383 1.874 0.129  0.255

Atoms 1-6, force components in eV/Å:
Cl 1.881 0.385 1.055
P -1.157 0.886 -0.939
Cl -0.552 -2.170 0.426
H 0.229 0.303 -0.476
H -0.301 0.515 0.279
C 0.177 -0.247 0.357


Values for electronic energy, eV, ordered as above
-140258.8103; -40171.0279; -60680.6170